Here is a molecular structure, C26H40BiN5O3Si in a non-equilibrium geometry from the Open Molecules 2025 dataset. Energies are from ωB97M-V/def2-TZVPD.

CARTESIAN COORDINATES (ANGSTROEM)
Bi1 -0.808 0.214 -0.411
C1 0.667 2.238 -2.361
C2 2.098 1.906 -2.041
C3 3.131 2.589 -2.699
C4 4.465 2.298 -2.419
C5 4.786 1.321 -1.478
C6 3.775 0.621 -0.804
C7 4.147 -0.428 0.207
C8 2.430 0.921 -1.092
N1 1.386 0.214 -0.411
H1 0.598 3.026 -3.119
H2 0.150 2.598 -1.465
H3 0.150 1.357 -2.754
H4 2.902 3.356 -3.437
H5 5.257 2.835 -2.935
H6 5.833 1.109 -1.274
H7 5.233 -0.527 0.302
H8 3.753 -1.404 -0.095
H9 3.753 -0.164 1.194
C9 -3.668 2.186 -0.967
Si1 -2.025 2.956 -1.515
C10 -1.640 2.186 -3.204
C11 -2.295 4.778 -1.760
N2 -0.808 2.419 -0.411
C12 0.046 3.110 0.363
C13 0.181 4.500 0.485
C14 1.125 5.088 1.342
C15 1.971 4.296 2.109
C16 1.868 2.916 2.015
C17 0.921 2.344 1.157
H10 -4.457 2.426 -1.686
H11 -3.962 2.574 0.013
H12 -3.580 1.098 -0.899
H13 -2.432 2.426 -3.919
H14 -1.564 1.098 -3.122
H15 -0.693 2.574 -3.592
H16 -3.097 4.946 -2.487
H17 -1.400 5.271 -2.150
H18 -2.596 5.271 -0.831
H19 -0.446 5.172 -0.083
H20 1.187 6.169 1.398
H21 2.700 4.750 2.769
H22 2.514 2.272 2.601
H23 0.858 1.258 1.100
C18 -1.975 -2.193 1.226
N3 -1.735 -1.698 2.571
C19 -2.138 -2.529 3.693
C20 -1.132 -0.456 2.695
C21 -0.869 0.087 4.080
O1 -0.808 0.214 1.712
H24 -2.451 -3.176 1.238
H25 -1.019 -2.262 0.696
H26 -2.621 -1.486 0.696
H27 -2.591 -3.464 3.354
H28 -2.865 -1.982 4.300
H29 -1.257 -2.761 4.300
H30 -1.187 -0.569 4.888
H31 -1.400 1.038 4.188
H32 0.206 0.259 4.188
O2 -2.670 0.214 -0.411
N4 -0.808 -1.933 -0.411
C22 -0.686 -3.083 -0.385
N5 -0.536 -4.417 -0.352
C23 -0.350 -5.149 0.947
C24 -0.791 -6.608 0.798
O3 -0.063 -7.267 -0.249
C25 -0.290 -6.608 -1.504
C26 0.174 -5.149 -1.456
H33 -0.938 -4.665 1.735
H34 0.710 -5.098 1.224
H35 -1.865 -6.677 0.585
H36 -0.598 -7.152 1.728
H37 -1.355 -6.677 -1.757
H38 0.272 -7.152 -2.270
H39 -0.033 -4.665 -2.417
H40 1.253 -5.098 -1.267

Lowest unoccupied orbital energy (spin up / spin down) in eV: 4.23 / 4.13
Strongest force on any atom in eV Å⁻¹: 10.5
HOMO-LUMO gap (spin up / spin down) in Ha: 0.1074 / 0.1236
Charge: -2
Highest occupied orbital energy (spin up / spin down) in eV: 1.3 / 0.8
DFT total energy in eV: -54904.58441

=====

Here is a molecular structure, C26H40BrNOP2Pt in a non-equilibrium geometry from the Open Molecules 2025 dataset. Energies are from ωB97M-V/def2-TZVPD.

CARTESIAN COORDINATES (ANGSTROEM)
N1 7.288 -3.347 -0.709
C1 7.094 -2.529 0.314
C2 5.940 -1.793 0.477
C3 4.876 -1.901 -0.451
C4 5.069 -2.828 -1.507
C5 6.305 -3.485 -1.591
C6 3.673 -1.056 -0.220
Pt1 -0.073 -0.309 -0.314
P1 -2.222 -0.317 0.866
C7 2.338 -1.291 -0.312
C8 1.601 -0.821 0.852
C9 0.505 -1.707 1.291
C10 0.046 -1.693 2.678
C11 0.407 -0.650 3.466
C12 1.379 0.181 3.048
C13 2.074 0.088 1.839
Br1 1.356 2.431 3.876
H1 3.938 -0.155 0.350
H2 1.891 -1.950 -1.067
H3 5.853 -1.114 1.335
H4 4.306 -3.009 -2.273
H5 7.909 -2.428 1.022
H6 6.513 -4.148 -2.429
H7 0.398 -2.688 0.822
H8 2.969 0.682 1.703
H9 -0.486 -2.575 3.014
H10 1.804 0.941 3.842
P2 -0.204 1.369 -1.783
C14 -2.827 -0.860 2.634
C15 -4.083 -1.649 3.080
H11 -2.750 0.074 3.226
H12 -2.017 -1.491 3.029
H13 -3.999 -1.803 4.166
H14 -4.998 -1.113 2.867
H15 -4.225 -2.666 2.705
C16 -3.096 -1.552 -0.173
C17 -4.601 -1.436 -0.410
H16 -2.868 -2.530 0.284
H17 -2.577 -1.519 -1.153
H18 -4.941 -2.305 -0.969
H19 -5.169 -1.419 0.518
H20 -4.946 -0.593 -1.008
C18 -3.273 1.181 0.613
C19 -4.369 1.610 1.571
H21 -3.680 0.979 -0.390
H22 -2.547 2.010 0.515
H23 -4.717 2.600 1.227
H24 -5.245 0.942 1.536
H25 -4.005 1.797 2.590
C20 -0.934 3.060 -1.410
C21 -0.607 3.945 -2.636
H26 -0.503 3.460 -0.468
H27 -2.033 2.956 -1.246
H28 0.488 4.051 -2.766
H29 -1.039 3.507 -3.551
H30 -1.039 4.949 -2.510
C22 -1.176 0.952 -3.291
C23 -0.812 -0.457 -3.696
H31 -0.953 1.664 -4.092
H32 -2.230 1.047 -3.011
H33 0.082 -0.468 -4.344
H34 -0.610 -1.099 -2.810
H35 -1.641 -0.914 -4.260
C24 1.532 1.693 -2.267
C25 2.190 2.499 -1.164
H36 1.577 2.197 -3.239
H37 1.994 0.718 -2.345
H38 3.208 2.144 -0.967
H39 2.235 3.564 -1.431
H40 1.664 2.412 -0.201
O1 -1.809 2.114 4.027
C26 -1.198 1.856 3.083

2S+1: 3
Lowest unoccupied orbital energy (spin up / spin down) in eV: -9.18 / -9.80
Strongest force on any atom in eV Å⁻¹: 3.7
HOMO-LUMO gap (spin up / spin down) in Ha: 0.1438 / 0.1690
Charge: +2
Highest occupied orbital energy (spin up / spin down) in eV: -13.1 / -14.4
DFT total energy in eV: -122991.64853

=====

Here is a molecular structure, C26H40BrO4PSW in a non-equilibrium geometry from the Open Molecules 2025 dataset. Energies are from ωB97M-V/def2-TZVPD.

CARTESIAN COORDINATES (ANGSTROEM)
W1 -0.454 -0.536 0.863
C1 -1.336 7.201 1.105
C2 -0.178 6.577 0.313
C3 1.141 7.261 0.700
C4 -0.424 6.803 -1.179
C5 -0.103 5.092 0.659
C6 -0.363 4.095 -0.280
C7 -0.295 2.792 0.150
Br1 -0.696 1.373 -1.060
C8 0.022 2.406 1.447
O1 0.035 1.053 1.681
C9 0.301 3.380 2.410
C10 0.208 4.699 1.956
C11 0.619 3.129 3.886
C12 -0.663 3.398 4.688
C13 1.730 4.077 4.363
C14 1.100 1.704 4.180
H1 -1.421 8.261 0.862
H2 -1.179 7.120 2.182
H3 -2.285 6.720 0.860
H4 1.093 8.320 0.444
H5 1.985 6.822 0.164
H6 1.343 7.194 1.769
H7 -0.437 7.873 -1.383
H8 -1.388 6.403 -1.501
H9 0.365 6.364 -1.793
H10 -0.611 4.331 -1.305
H11 0.389 5.482 2.676
H12 -0.982 4.436 4.591
H13 -0.492 3.194 5.746
H14 -1.483 2.760 4.346
H15 1.465 5.128 4.276
H16 2.656 3.912 3.809
H17 1.929 3.888 5.418
H18 0.293 0.975 4.105
H19 1.484 1.670 5.200
H20 1.912 1.414 3.510
S1 1.340 -1.807 0.202
C15 0.719 -2.336 1.810
C16 1.207 -1.738 2.992
C17 0.799 -2.205 4.231
C18 -0.088 -3.272 4.305
C19 -0.583 -3.876 3.151
C20 -0.186 -3.417 1.912
H21 1.920 -0.929 2.905
H22 1.186 -1.756 5.135
H23 -0.386 -3.647 5.276
H24 -1.252 -4.722 3.218
H25 -0.502 -3.926 1.011
C21 -4.687 1.878 1.219
C22 -4.615 1.343 -0.189
O2 -3.816 0.110 -0.308
P1 -3.002 -0.577 0.832
O3 -2.163 -1.669 -0.067
C23 -2.537 -2.297 -1.372
C24 -1.763 -1.667 -2.496
O4 -4.079 -1.284 1.712
C25 -3.872 -1.723 3.100
C26 -4.602 -3.022 3.300
H26 -5.245 2.814 1.204
H27 -3.692 2.103 1.616
H28 -5.205 1.194 1.890
H29 -4.137 2.051 -0.864
H30 -5.593 1.081 -0.582
H31 -3.610 -2.156 -1.477
H32 -2.320 -3.354 -1.244
H33 -2.086 -0.642 -2.674
H34 -1.949 -2.237 -3.407
H35 -0.689 -1.695 -2.307
H36 -4.268 -0.928 3.729
H37 -2.794 -1.819 3.281
H38 -5.667 -2.898 3.111
H39 -4.477 -3.350 4.332
H40 -4.220 -3.797 2.637

2S+1: 3
Lowest unoccupied orbital energy (spin up / spin down) in eV: -7.22 / -7.51
Strongest force on any atom in eV Å⁻¹: 1.3
HOMO-LUMO gap (spin up / spin down) in Ha: 0.2534 / 0.2455
Charge: +2
Highest occupied orbital energy (spin up / spin down) in eV: -14.1 / -14.2
DFT total energy in eV: -127779.98313

=====

Please write out number 3 again, unchanged.
Here is a molecular structure, C26H40BrO4PSW in a non-equilibrium geometry from the Open Molecules 2025 dataset. Energies are from ωB97M-V/def2-TZVPD.

CARTESIAN COORDINATES (ANGSTROEM)
W1 -0.454 -0.536 0.863
C1 -1.336 7.201 1.105
C2 -0.178 6.577 0.313
C3 1.141 7.261 0.700
C4 -0.424 6.803 -1.179
C5 -0.103 5.092 0.659
C6 -0.363 4.095 -0.280
C7 -0.295 2.792 0.150
Br1 -0.696 1.373 -1.060
C8 0.022 2.406 1.447
O1 0.035 1.053 1.681
C9 0.301 3.380 2.410
C10 0.208 4.699 1.956
C11 0.619 3.129 3.886
C12 -0.663 3.398 4.688
C13 1.730 4.077 4.363
C14 1.100 1.704 4.180
H1 -1.421 8.261 0.862
H2 -1.179 7.120 2.182
H3 -2.285 6.720 0.860
H4 1.093 8.320 0.444
H5 1.985 6.822 0.164
H6 1.343 7.194 1.769
H7 -0.437 7.873 -1.383
H8 -1.388 6.403 -1.501
H9 0.365 6.364 -1.793
H10 -0.611 4.331 -1.305
H11 0.389 5.482 2.676
H12 -0.982 4.436 4.591
H13 -0.492 3.194 5.746
H14 -1.483 2.760 4.346
H15 1.465 5.128 4.276
H16 2.656 3.912 3.809
H17 1.929 3.888 5.418
H18 0.293 0.975 4.105
H19 1.484 1.670 5.200
H20 1.912 1.414 3.510
S1 1.340 -1.807 0.202
C15 0.719 -2.336 1.810
C16 1.207 -1.738 2.992
C17 0.799 -2.205 4.231
C18 -0.088 -3.272 4.305
C19 -0.583 -3.876 3.151
C20 -0.186 -3.417 1.912
H21 1.920 -0.929 2.905
H22 1.186 -1.756 5.135
H23 -0.386 -3.647 5.276
H24 -1.252 -4.722 3.218
H25 -0.502 -3.926 1.011
C21 -4.687 1.878 1.219
C22 -4.615 1.343 -0.189
O2 -3.816 0.110 -0.308
P1 -3.002 -0.577 0.832
O3 -2.163 -1.669 -0.067
C23 -2.537 -2.297 -1.372
C24 -1.763 -1.667 -2.496
O4 -4.079 -1.284 1.712
C25 -3.872 -1.723 3.100
C26 -4.602 -3.022 3.300
H26 -5.245 2.814 1.204
H27 -3.692 2.103 1.616
H28 -5.205 1.194 1.890
H29 -4.137 2.051 -0.864
H30 -5.593 1.081 -0.582
H31 -3.610 -2.156 -1.477
H32 -2.320 -3.354 -1.244
H33 -2.086 -0.642 -2.674
H34 -1.949 -2.237 -3.407
H35 -0.689 -1.695 -2.307
H36 -4.268 -0.928 3.729
H37 -2.794 -1.819 3.281
H38 -5.667 -2.898 3.111
H39 -4.477 -3.350 4.332
H40 -4.220 -3.797 2.637

2S+1: 3
Lowest unoccupied orbital energy (spin up / spin down) in eV: -7.22 / -7.51
Strongest force on any atom in eV Å⁻¹: 1.3
HOMO-LUMO gap (spin up / spin down) in Ha: 0.2534 / 0.2455
Charge: +2
Highest occupied orbital energy (spin up / spin down) in eV: -14.1 / -14.2
DFT total energy in eV: -127779.98313

=====

Q: Which formula does entry 1 have?
A: C26H40BiN5O3Si

=====

Q: What is the DFT total energy in the third record?
A: -127779.98313 eV